No. 1
Computed, not measured: a single C4H8N2O3 molecule in a non-equilibrium geometry, with wB97M-V/def2-TZVPD.

Last column: natural (NBO) charge in e.
Geometry (Å):
N  0.37445  0.22282  -1.81866  -0.808
N  1.50874  1.35713  -0.12497  -0.831
H  1.72458  2.08534  -0.79441  0.381
H  1.51285  1.68222  0.83256  0.384
H  1.70674  -1.82223  1.66520  0.498
H  -2.87281  0.14677  0.56976  0.213
H  -1.97959  -0.83062  -0.66044  0.182
O  1.09926  -1.06863  1.74142  -0.684
H  -0.36641  -0.44392  -2.01184  0.378
C  0.26487  -1.18512  0.67386  0.947
H  -0.94718  1.64992  0.91387  0.212
C  -0.88082  0.89145  0.14172  -0.138
O  -1.16594  -0.79764  1.28015  -0.565
H  1.24348  -0.27074  -2.00049  0.373
C  -1.89543  -0.18784  0.21961  -0.135
C  0.35498  0.63877  -0.47485  0.219
O  0.31823  -2.06768  -0.15248  -0.625

Force components x, y, z for each atom (eV/Å):
0.6 -0.8 0.0
0.2 -0.2 0.1
0.1 0.0 0.1
0.0 0.0 -0.2
0.1 0.3 -0.1
0.1 -0.2 0.0
-0.1 0.0 0.1
-0.3 0.3 -0.9
0.0 0.2 0.0
-3.0 -1.8 2.3
0.2 -0.2 0.1
1.6 0.4 -1.4
1.3 -2.2 -0.1
0.0 0.0 0.0
1.1 0.4 0.2
-2.1 2.6 -0.7
0.2 1.4 0.3

Energy relative to the best compared isomer or geometry (same formula, charge and spin) (kJ/mol): 380.71
SMILES: NC(N)=CCOC(=O)O
LUMO energy (alpha / beta) (eV): 0.0 / 0.0
HOMO-LUMO gap (alpha / beta) (eV): 7.9 / 7.9
Net charge: 0
Maximum force (hartree/bohr): 0.0815
M (g/mol): 132.119

No. 2
Computed, not measured: an isolated ion of composition C11H14NO2Se and charge +1 in a non-equilibrium geometry, with wB97M-V/def2-TZVPD.

Last column: natural (NBO) charge in e.
Geometry (Å):
H  -2.28580  -2.96546  1.12205  0.221
H  -3.49174  1.90865  -2.06909  0.265
N  -2.17314  -1.06881  0.57437  -0.280
O  2.79633  0.21591  0.32499  -0.513
H  4.32606  0.92851  1.46625  0.193
C  1.51850  0.68131  0.13949  0.779
C  -0.78763  0.29964  0.03319  0.099
C  -3.48283  -0.97008  -0.03182  -0.245
H  -0.04456  -3.29366  1.89134  0.262
C  3.79339  1.19872  0.57512  -0.084
H  5.37602  0.29944  -0.35800  0.221
C  0.44132  -0.24901  0.36679  -0.350
H  -3.79218  -1.97050  -0.47450  0.231
O  1.37541  1.84021  -0.20270  -0.581
C  -0.22931  -2.38534  1.22103  -0.294
C  4.91281  1.25198  -0.42824  -0.632
H  -4.26153  -0.59562  0.74451  0.240
H  -2.55637  -0.42024  -1.84701  0.215
H  -4.14844  -0.28198  -1.88223  0.240
H  5.48850  2.01361  0.08809  0.226
H  -3.83562  1.75434  -0.28684  0.232
C  0.72143  -1.52828  0.86571  -0.047
C  -3.39785  -0.05923  -1.27821  -0.429
H  1.84832  -1.66475  0.84893  0.288
C  -1.60777  -2.20452  1.00147  0.172
H  4.73675  1.77000  -1.35323  0.228
Se  -1.26610  1.94204  -0.55614  0.662
C  -3.17619  1.39207  -1.11559  -0.535
H  3.20221  2.16106  0.62026  0.215

Force components x, y, z for each atom (eV/Å):
-1.4 -2.0 0.5
0.9 -0.2 1.1
4.3 1.0 -0.7
-2.2 -1.4 0.2
-0.5 -0.1 1.0
3.6 1.7 -0.8
-1.3 -3.6 1.8
-1.6 0.1 -0.3
0.2 1.1 -1.6
-0.8 1.9 -0.8
0.9 -0.6 -0.9
-2.2 0.8 -0.9
0.3 1.0 1.0
-1.1 -0.5 0.2
-0.9 -3.0 2.5
-0.7 1.6 1.2
1.3 -0.6 -1.3
0.6 -0.5 -0.3
-3.9 -0.5 -2.4
1.0 -0.2 0.1
0.6 0.1 -0.7
2.3 0.9 -0.5
3.8 -0.5 2.5
-1.6 -0.5 0.7
0.2 4.3 -1.3
-0.4 -0.8 -0.8
-1.7 -0.4 -0.6
-1.0 1.7 0.8
1.3 -0.8 0.4

Energy relative to the best compared isomer or geometry (same formula, charge and spin) (kJ/mol): 192.73
LUMO energy (eV): -4.9
HOMO-LUMO gap (eV): 7.7
Net charge: +1
Maximum force (hartree/bohr): 0.0899
M (g/mol): 271.198

No. 3
Computed, not measured: a 9-piece molecular cluster, C36H63N9 overall in a non-equilibrium geometry, with wB97M-V/def2-TZVPD.

Last column: Mulliken charge in e.
Geometry (Å):
H  3.70722  -2.88857  -8.50078  0.304
H  7.11135  -1.91108  -2.64134  0.335
C  5.87012  -0.48268  1.00408  0.192
H  -7.55365  6.23252  0.79001  0.288
H  5.02245  -1.61286  8.84851  0.338
H  -2.85260  -5.66039  -5.78489  0.284
C  4.78233  -0.95150  8.01601  -1.109
H  -1.90702  1.27482  -1.12839  0.278
H  4.00565  5.59784  0.12416  0.362
H  -7.33843  2.23707  3.70291  0.288
N  6.86221  4.52873  -0.33019  -0.430
H  -4.64582  -3.51683  -5.71455  0.335
H  -5.75721  7.44665  1.30996  0.287
H  -2.04661  -5.86878  -0.15713  0.327
C  -4.55966  -5.41527  -4.72647  -0.423
C  -4.17159  5.95851  1.18419  0.247
C  -0.01380  -5.47891  0.48588  -0.342
H  6.17543  5.83405  3.12356  0.338
C  6.17542  -3.08229  -7.05552  -1.136
H  2.35695  1.60232  7.55047  0.334
H  6.96743  -0.24933  -1.92853  0.342
H  -6.85266  4.77448  0.87025  0.351
H  -7.50041  3.52448  4.81871  0.335
C  6.82618  -1.31874  -1.77191  -1.211
C  -3.68095  -7.59443  -5.51355  0.171
H  -9.86896  3.00040  2.70541  0.258
N  -2.54172  0.39733  2.07565  -0.444
H  0.39085  -0.72582  -1.61539  0.260
N  2.66278  -0.45254  5.01410  -0.375
H  -5.22437  -3.57170  -4.10286  0.327
H  5.44686  -2.70330  -1.00997  0.274
C  3.58598  -0.03208  8.27827  -0.454
H  2.06968  -5.50435  0.74625  0.313
H  4.79635  0.31090  -0.64484  0.302
H  5.19966  5.04165  4.25736  0.300
H  -7.28359  5.60539  -1.49625  0.334
H  -0.38472  -5.77383  1.46748  0.328
N  3.10394  -0.69660  -6.39077  -0.435
H  0.27412  0.49919  0.80711  0.243
C  5.97438  5.02782  0.21644  0.208
C  4.97169  -0.65773  -0.17674  -0.379
N  1.89807  -8.53346  -0.20026  -0.453
H  4.69959  -1.40922  -2.10348  0.307
C  3.06591  0.88417  7.13848  -0.320
C  3.61736  -1.22118  -7.30847  0.242
H  -0.25073  2.08750  0.58022  0.265
N  -3.66582  -8.72841  -5.37116  -0.381
H  -1.16594  -1.08789  -1.35292  0.332
C  -6.44552  6.05164  -0.96090  -1.135
H  6.28358  -2.59791  -9.04034  0.289
C  4.72775  5.59972  0.94065  -0.665
C  5.12822  5.61753  3.33467  -1.166
H  4.46176  -1.65485  7.24748  0.327
H  3.21101  5.22001  2.41419  0.301
H  -5.44619  5.75194  -1.27653  0.330
H  -5.54908  -5.85904  -4.83700  0.344
H  4.35273  3.93980  2.23842  0.278
H  4.55222  6.51721  3.55124  0.314
C  -6.60384  5.77426  0.51440  -0.425
H  -1.07032  -5.14980  -1.43388  0.289
H  -0.79889  -0.14323  -2.84596  0.317
C  4.25653  -1.95842  -8.35524  -0.397
C  -0.58579  -0.27243  -1.78483  -1.076
N  -9.48639  5.68693  4.36007  -0.476
N  -3.10939  5.68792  0.91921  -0.401
H  5.72323  -0.46758  7.75403  0.299
C  -10.04587  3.17288  3.76704  -0.304
C  -0.57866  1.05978  0.42420  -0.343
H  -11.11531  2.98122  3.85458  0.277
H  -3.45439  -3.62165  -4.30458  0.316
H  -0.31550  1.87037  -1.56039  0.334
C  -0.84617  1.02444  -1.12348  -0.379
C  2.80598  0.13852  5.92410  0.178
H  -4.40489  -5.85216  -6.65803  0.285
H  1.72677  -5.59416  -0.88414  0.245
H  6.26924  -1.17502  -7.98869  0.320
C  1.64232  -7.39866  -0.04786  0.261
H  -4.16328  -5.72125  -3.75830  0.302
H  5.78037  -2.82737  -6.07214  0.303
H  -9.45704  1.13045  4.54949  0.366
H  3.93541  1.44776  6.80022  0.179
C  -9.70864  4.55864  4.15338  0.270
H  -9.60542  2.29544  5.68308  0.295
H  -0.84748  -6.84422  -0.98002  0.351
C  -9.26136  2.19770  4.65344  -0.519
H  5.72688  -4.03871  -7.32420  0.313
C  -5.52778  6.38978  1.44595  -0.424
H  -6.42985  7.12227  -1.16490  0.307
C  -4.40902  -3.92716  -4.73289  -1.178
C  -1.71970  0.73675  1.31264  0.211
H  -5.65543  6.05427  2.47514  0.237
H  3.68102  0.58853  9.16928  0.343
H  -0.07307  -4.39241  0.54994  0.267
C  1.34614  -5.95926  0.06976  -0.437
N  6.52082  -0.31367  1.98989  -0.475
H  -7.23740  1.87062  5.44773  0.331
H  4.08949  -1.33155  -9.23116  0.256
C  -3.83703  -6.12809  -5.76949  -0.381
H  3.94169  -0.92553  0.05879  0.313
C  4.27502  5.02630  2.27834  -0.155
C  -7.74108  2.46934  4.68882  -1.115
H  7.25488  -3.22332  -7.00082  0.321
H  7.54929  -1.64291  -1.02349  0.348
H  5.00131  6.65070  1.03400  0.314
H  2.77027  -0.70388  8.54548  0.264
C  5.80371  -2.14307  -8.17377  -0.376
C  5.40683  -1.65670  -1.31186  -0.351
C  -1.04845  -5.84472  -0.59440  -1.149

Force components x, y, z for each atom (eV/Å):
0.2 -0.1 0.0
-0.2 0.3 -0.3
1.6 0.4 3.3
0.0 0.5 0.3
-0.3 0.3 0.4
0.3 -0.4 -0.6
-0.3 -0.1 -0.3
-0.1 0.0 -0.7
-0.4 -0.2 0.3
0.3 -0.3 0.0
-0.7 0.6 0.4
0.5 0.3 -0.1
1.1 0.2 0.5
-0.1 0.1 -0.1
-0.6 -1.0 2.3
-2.1 1.4 -0.4
-1.7 0.4 -1.2
-0.2 0.1 -0.7
-0.5 -0.7 0.2
-0.4 -0.4 -0.6
0.0 -0.1 -0.3
0.7 -0.6 -0.8
-0.2 0.0 0.4
0.2 -0.4 0.1
-0.7 1.6 -0.9
0.5 0.3 -0.1
1.8 0.9 -1.9
0.6 0.8 -0.3
-1.0 -4.3 -6.7
0.2 0.4 0.3
-0.7 0.1 0.1
-0.7 -0.4 0.6
0.3 -0.4 0.3
0.6 0.2 0.0
-0.4 -0.2 0.0
0.4 -0.1 -0.3
0.5 -0.6 0.0
1.3 -1.2 -2.5
0.0 -0.5 -0.4
-0.9 -0.5 1.2
-0.1 -0.6 -0.5
-0.6 2.9 0.4
-0.1 -0.7 -0.1
2.3 -0.2 0.5
-1.5 1.4 3.8
-0.4 0.2 0.6
0.2 -0.6 0.2
-0.8 0.2 -0.2
0.8 -0.1 0.3
-0.5 0.4 -0.5
1.4 0.3 -2.2
-0.3 0.7 1.8
0.4 0.1 -0.4
0.1 0.3 0.1
-0.2 -0.6 -0.5
-0.6 0.9 0.7
0.1 -0.1 -0.1
0.8 0.6 0.6
-1.0 0.1 1.3
0.2 0.0 0.0
0.1 -0.5 -0.1
1.2 0.2 -1.2
0.0 -1.2 -0.3
-0.3 -2.4 -0.3
2.6 -0.9 -0.5
-0.2 0.2 -0.3
0.1 -0.7 0.3
0.3 0.7 -0.1
-0.1 0.3 0.3
0.0 0.1 -0.4
0.1 -0.2 -0.1
-0.5 0.5 2.2
-0.1 4.1 6.6
0.6 -0.8 -0.7
-0.7 0.5 -0.3
-0.1 0.2 -0.2
0.1 -2.6 0.1
-0.3 -0.3 0.2
0.1 0.3 0.0
-0.1 0.1 -1.1
0.1 0.6 0.3
-0.1 2.1 -0.3
-0.2 0.6 0.2
-0.1 -0.1 -0.1
0.8 0.1 1.5
0.1 -0.3 0.2
-1.2 -0.6 -0.2
-0.4 0.2 0.2
-1.5 0.2 -0.2
-1.2 -0.8 1.3
-0.7 0.4 0.1
0.4 0.1 -0.1
0.7 0.1 0.0
1.8 0.2 0.5
-2.6 -0.7 -4.2
0.0 0.1 -0.1
0.0 -0.2 -0.4
1.8 -0.5 -0.8
0.2 -0.2 1.0
0.6 -1.7 -1.7
-0.4 -0.1 -0.9
0.0 0.1 0.1
0.0 0.2 0.3
-0.2 0.2 0.3
-0.2 -0.1 0.0
-0.3 0.2 0.5
1.1 1.5 0.6
-0.4 -0.4 0.4

Energy relative to the best compared isomer or geometry (same formula, charge and spin) (kJ/mol): 496.72
SMILES: CCCC#N.CCCC#N.CCCC#N.CCCC#N.CCCC#N.CCCC#N.CCCC#N.CCCC#N.CCCC#N
LUMO energy (eV): 0.1
HOMO-LUMO gap (eV): 11.3
Net charge: 0
Maximum force (hartree/bohr): 0.1563
M (g/mol): 621.963

No. 4
Computed, not measured: a 2-piece molecular cluster, C2H7N2 overall in a non-equilibrium geometry, with wB97M-V/def2-TZVPD.

Last column: natural (NBO) charge in e.
Geometry (Å):
N  -3.64353  0.00007  -0.21775  -0.646
C  1.79319  0.61374  0.11185  -0.406
H  2.77930  0.23926  -0.02046  0.230
H  -0.17409  -0.41111  0.17820  0.491
H  0.97996  -1.06769  -0.85062  0.439
H  -4.62811  0.16501  -0.40257  0.475
N  0.92429  -0.57393  0.07439  -0.713
H  1.38374  -1.26278  0.71922  0.449
H  1.51119  1.32424  -0.66360  0.239
C  -2.54609  -0.11539  0.05439  0.209
H  1.62017  1.08858  1.01694  0.233

Force components x, y, z for each atom (eV/Å):
-2.9 0.5 -0.5
-0.8 0.3 -1.7
0.9 0.2 0.0
2.2 -0.3 0.5
0.1 0.7 0.7
0.6 -0.2 0.1
-1.7 -1.8 -1.0
-1.4 0.5 -0.2
0.1 -0.2 -0.2
2.7 -0.3 0.4
0.1 0.8 1.9

Energy relative to the best compared isomer or geometry (same formula, charge and spin) (kJ/mol): 176.88
LUMO energy (eV): -3.6
HOMO-LUMO gap (eV): 12.4
Net charge: +1
Maximum force (hartree/bohr): 0.0572
M (g/mol): 59.092